Here is C48H66N10O3P3S2Sr as an isolated structure in a non-equilibrium geometry from the Open Molecules 2025 dataset. Energies are from wB97M-V/def2-TZVPD.

Geometry (Å):
H (4.36, -3.08, -2.40)
H (4.89, -1.30, 3.93)
H (-4.26, 0.06, 2.13)
C (0.25, -1.56, -3.01)
H (-4.61, 1.26, 3.39)
C (-2.48, -0.48, 0.25)
H (2.04, -0.67, 4.57)
C (3.94, -2.10, 0.82)
C (2.31, 0.83, -2.71)
N (-0.76, -2.13, -3.89)
H (1.14, 6.63, 0.94)
H (7.62, 0.32, -1.99)
H (-3.14, 4.50, 2.82)
H (-1.21, 5.05, -0.30)
C (-5.26, 2.86, 1.67)
C (-4.48, 1.39, -3.68)
H (-3.38, -4.19, 4.66)
H (-3.59, 1.12, -4.25)
H (-1.80, 5.42, 2.13)
C (5.85, -3.57, 0.60)
C (1.08, -4.26, 3.53)
N (1.67, 1.69, -1.72)
C (5.71, 0.63, -1.05)
C (5.59, 0.69, 4.28)
C (-2.74, -3.49, 4.13)
C (-0.60, -1.74, -5.28)
N (-1.09, -1.68, 2.80)
C (4.80, -0.25, 3.65)
C (4.65, 0.54, -3.61)
H (0.22, -0.47, -3.06)
H (6.67, 0.24, -4.28)
N (-2.95, 4.32, 0.72)
O (-2.27, 2.32, -0.56)
C (3.85, 0.13, 2.70)
N (-2.61, -3.43, -4.40)
N (-4.02, 2.10, 1.56)
H (5.20, -2.73, 2.45)
C (5.61, -3.68, -0.77)
C (1.19, 5.63, 0.53)
H (-1.51, -1.94, -5.84)
H (6.32, 0.38, 5.02)
H (-4.47, -4.14, -4.94)
C (-1.85, -2.79, -3.42)
H (0.67, 4.30, 2.25)
H (4.24, 0.50, -4.61)
C (-3.95, -3.83, -4.03)
C (-5.20, 2.55, -1.67)
H (-2.40, -4.64, -6.10)
C (-3.94, 1.01, 2.56)
H (2.88, -1.67, -0.95)
C (1.16, -2.52, 5.19)
H (-2.56, 4.55, -1.35)
H (-1.70, -0.63, -0.48)
C (4.35, 0.78, -1.24)
P (-2.86, 1.21, -1.61)
C (1.72, -3.42, 2.63)
H (-5.39, 3.22, 2.69)
H (-5.34, -0.29, -1.58)
C (-4.88, -0.42, -0.60)
H (-5.45, 3.53, -2.08)
H (6.07, 2.78, 4.46)
N (1.81, -0.23, 0.82)
H (-5.26, 3.72, 1.00)
H (-2.64, -2.09, 5.75)
H (-3.95, -4.66, -3.32)
S (-1.07, 0.09, 4.81)
H (-5.10, 0.50, -3.54)
H (-2.21, 0.19, 1.07)
H (0.28, -4.45, 5.52)
C (3.81, 0.72, -2.53)
C (6.02, 0.39, -3.42)
N (-4.08, 2.00, -2.41)
O (-1.42, 2.39, 1.80)
H (-6.08, 1.91, -1.74)
H (-2.93, 0.91, 2.97)
C (1.81, -1.69, 4.29)
H (0.07, -1.87, -1.99)
H (-4.48, -3.00, -3.58)
H (-0.88, -4.23, -5.31)
H (-6.11, 2.22, 1.42)
H (-2.68, 6.04, -0.41)
H (0.90, -2.14, 6.17)
C (0.95, 4.43, 1.21)
H (1.92, -3.77, 1.62)
P (2.76, -0.99, 1.73)
C (4.49, 2.44, 3.04)
H (-3.48, 5.97, 1.90)
C (-1.46, -2.84, 2.25)
C (0.80, -3.81, 4.82)
C (3.70, 1.49, 2.41)
H (-4.85, -1.49, -0.40)
N (1.14, 3.36, 0.42)
H (0.23, -2.27, -5.75)
H (-0.39, -0.67, -5.32)
N (-3.53, 0.09, -0.60)
H (2.09, 1.15, -3.74)
H (0.79, -5.26, 3.23)
H (1.83, 5.91, -1.59)
H (1.89, -0.18, -2.59)
C (6.55, 0.44, -2.14)
H (-1.05, -3.03, 1.26)
H (-4.93, 2.67, -0.63)
C (1.49, 3.87, -0.80)
C (1.55, 5.27, -0.78)
H (-2.55, -4.68, 2.31)
H (2.94, 1.78, 1.70)
H (3.67, 0.90, -0.40)
H (1.24, -1.91, -3.32)
C (-2.29, -3.77, 2.83)
C (2.09, -2.13, 3.00)
C (4.54, -3.01, -1.34)
C (-2.30, 5.02, -0.41)
H (-1.95, -5.43, -4.58)
H (-2.73, -1.46, 0.66)
C (-1.52, -1.38, 4.05)
C (1.85, 2.95, -1.85)
H (6.68, -4.09, 1.05)
H (6.27, -4.28, -1.39)
Sr (-0.21, 0.92, 0.17)
H (4.36, 3.48, 2.81)
H (-5.51, 0.06, 0.16)
H (-5.05, 2.12, -4.25)
S (-2.25, -2.82, -1.81)
C (5.45, 2.04, 3.97)
C (3.71, -2.22, -0.54)
P (-2.62, 2.72, 0.99)
H (2.34, 3.37, -2.74)
H (6.11, 0.66, -0.05)
C (-2.84, 5.10, 1.96)
C (-1.92, -4.49, -5.14)
C (-2.34, -2.33, 4.74)
C (5.01, -2.79, 1.39)
O (-1.76, 0.73, -2.46)

Energy relative to the best compared isomer or geometry (same formula, charge and spin), kJ/mol: 311.4
HOMO energy, eV: -3.63
Charge: -1
Orbital gap, eV: 5.398


Here is the molecule C6H10O in a non-equilibrium geometry from the Open Molecules 2025 dataset. Energies are from wB97M-V/def2-TZVPD.

Geometry (Å):
H (-0.97, 2.18, -0.34)
H (3.04, -0.90, 0.31)
H (-0.21, -0.15, -2.15)
C (-1.31, 1.15, -0.50)
H (2.48, 0.74, -0.14)
H (0.80, -1.74, -0.62)
C (-0.33, 0.10, -1.09)
C (2.45, -0.03, 0.64)
H (-1.08, 0.51, 1.63)
H (-2.22, 1.14, -1.13)
C (-1.64, 0.26, 0.72)
C (0.41, -0.83, -0.14)
C (-1.05, -0.87, -0.11)
O (1.13, -0.41, 0.96)
H (2.89, 0.36, 1.56)
H (-2.68, 0.07, 1.00)
H (-1.68, -1.58, -0.61)

Energy relative to the best compared isomer or geometry (same formula, charge and spin), kJ/mol: 240.6
HOMO energy, eV: -8.92
Structure (SMILES): CO[C@@H]1[C@@H]2CC[C@@H]21
Orbital gap, eV: 10.034


Here is the molecule C16H14ClN3OS in a non-equilibrium geometry from the Open Molecules 2025 dataset. Energies are from wB97M-V/def2-TZVPD.

Geometry (Å):
N (-1.59, 1.10, 0.76)
H (3.27, 0.27, 2.83)
H (2.05, -4.45, 2.18)
C (1.77, -1.07, 2.11)
C (0.40, -0.10, 0.26)
O (-2.17, 1.71, 2.84)
H (-2.21, 3.23, -3.80)
C (-0.38, 0.11, 2.62)
N (2.01, -1.23, -1.36)
H (-0.85, -0.88, 2.67)
H (-0.09, 0.39, 3.63)
C (0.84, 0.04, 1.70)
C (3.00, -0.76, 2.69)
C (1.27, -0.73, -0.64)
C (-0.78, 0.43, -0.13)
H (-3.12, 1.89, -1.88)
C (3.88, -1.76, 3.09)
C (-2.65, 1.24, -4.51)
H (4.22, -3.87, 3.20)
H (-0.81, 2.16, -3.87)
N (-2.40, 1.89, -7.00)
H (-3.71, 1.26, -4.26)
H (-1.51, 2.61, -1.54)
Cl (-0.05, -2.89, 1.22)
H (-2.39, 1.61, 0.41)
H (1.39, 0.99, 1.78)
H (4.82, -1.49, 3.53)
S (-1.36, 0.22, -1.78)
C (2.33, -3.42, 2.33)
C (1.45, -2.41, 1.94)
H (-2.28, 0.22, -4.37)
C (-1.87, 2.21, -3.62)
C (-2.51, 1.59, -5.90)
C (-1.45, 1.06, 2.13)
C (3.54, -3.09, 2.90)
C (-2.06, 1.89, -2.15)

Energy relative to the best compared isomer or geometry (same formula, charge and spin), kJ/mol: 20.8
HOMO energy, eV: -8.91
Structure (SMILES): N#CCCCSC1=C(C#N)[C@H](c2ccccc2Cl)CC(=O)N1
Orbital gap, eV: 9.035


| no. | calculated total energy (eV) | molecular weight (g/mol) | LUMO energy (eV) |
| --- | --- | --- | --- |
| 1 | -122270.146 | 1075.8 | 1.8 |
| 2 | -8428.747 | 98.1 | 1.1 |
| 3 | -46694.684 | 331.8 | 0.1 |